The ion C6H10O with charge -1 in a non-equilibrium geometry. Source: the OMol25 dataset; level of theory: the ωB97M-V functional and the def2-TZVPD basis.

- maximum force (Eh/bohr) = 0.092
- ⟨S²⟩ = 0.76
- calculated total energy (hartree) = -309.64861
- frontier orbital gap (alpha / beta) (eV) = 5.09 / 4.88
- energy relative to the best compared isomer or geometry (same formula, charge and spin) (kJ/mol) = 366.37

Geometry as ORCA input:
```
! wB97M-V def2-TZVPD RIJCOSX def2/J DEFGRID3
* xyz -1 2
O -0.67 1.57 -0.05
C -2.00 1.06 0.47
C -2.17 -0.15 -0.35
C -0.82 -0.65 -0.91
C 0.18 0.29 -0.18
C 1.59 0.17 -0.39
C 2.37 -0.65 0.47
H -2.03 1.22 1.52
H -2.94 -0.86 -0.02
H -2.66 1.78 0.04
H -0.50 -1.72 -0.78
H -0.62 -0.18 -1.87
H -0.06 0.00 0.88
H 2.18 0.69 -1.15
H 3.43 -0.37 0.13
H 2.32 -1.78 0.54
H 2.40 -0.41 1.65
*
```

An isolated molecule of C6H10O in a non-equilibrium geometry. Source: the OMol25 dataset; level of theory: the ωB97M-V functional and the def2-TZVPD basis.

- maximum force (Eh/bohr) = 0.030
- calculated total energy (hartree) = -309.80743
- frontier orbital gap (eV) = 8.82
- energy relative to the best compared isomer or geometry (same formula, charge and spin) (kJ/mol) = 91.74

Geometry as ORCA input:
```
! wB97M-V def2-TZVPD RIJCOSX def2/J DEFGRID3
* xyz 0 1
C -1.33 2.50 -0.24
C -0.47 1.39 0.33
C -0.19 1.50 1.81
C -0.23 0.32 -0.45
C 0.44 -0.91 -0.06
C 0.72 -1.88 -0.93
O 1.26 -3.07 -0.57
H -1.39 2.38 -1.31
H -2.33 2.44 0.21
H -0.94 3.48 0.03
H -1.16 1.76 2.23
H 0.65 2.13 2.08
H 0.10 0.51 2.18
H -0.76 0.29 -1.40
H 0.73 -1.03 0.98
H 0.41 -1.79 -1.98
H 0.76 -3.81 -0.92
*
```

A structure of composition C6H10O. Source: the OMol25 dataset; level of theory: the ωB97M-V functional and the def2-TZVPD basis.

- maximum force (Eh/bohr) = 0.010
- calculated total energy (hartree) = -309.69012
- frontier orbital gap (eV) = 9.00
- energy relative to the best compared isomer or geometry (same formula, charge and spin) (kJ/mol) = 399.73

Geometry as ORCA input:
```
! wB97M-V def2-TZVPD RIJCOSX def2/J DEFGRID3
* xyz 0 1
C 2.06 0.33 0.10
C 0.95 -0.50 -0.53
C -0.45 0.02 -0.26
C -1.54 -0.86 -0.82
O -0.61 -0.04 1.40
C -0.68 1.48 -0.32
C -0.88 1.55 0.96
H 3.04 -0.09 -0.15
H 1.96 0.35 1.19
H 2.02 1.36 -0.27
H 1.01 -1.55 -0.20
H 1.06 -0.51 -1.62
H -2.53 -0.51 -0.51
H -1.51 -0.80 -1.91
H -1.41 -1.91 -0.53
H -1.45 -0.47 1.62
H -1.05 2.15 1.85
*
```

An isolated molecule of C6H10O in a non-equilibrium geometry. Source: the OMol25 dataset; level of theory: the ωB97M-V functional and the def2-TZVPD basis.

- maximum force (Eh/bohr) = 0.036
- calculated total energy (hartree) = -309.81893
- frontier orbital gap (eV) = 10.12
- energy relative to the best compared isomer or geometry (same formula, charge and spin) (kJ/mol) = 61.54

Geometry as ORCA input:
```
! wB97M-V def2-TZVPD RIJCOSX def2/J DEFGRID3
* xyz 0 1
C 1.73 -0.49 -0.46
C 0.66 0.01 0.51
C 0.22 1.46 0.20
C -1.02 1.28 -0.65
C -1.48 0.04 -0.60
C -0.68 -0.72 0.42
O -0.61 -2.12 0.28
H 1.46 -0.30 -1.50
H 2.68 0.02 -0.26
H 1.90 -1.57 -0.35
H 1.03 -0.11 1.53
H 1.00 2.04 -0.30
H -0.03 2.00 1.13
H -1.49 2.10 -1.18
H -2.36 -0.38 -1.08
H -1.19 -0.59 1.41
H -1.01 -2.25 1.13
*
```